This record from the OMol25 dataset describes a 2-piece molecular cluster, C4H14N2O overall. The level of theory is ωB97M-V/def2-TZVPD.

Summary:
SMILES   NCCCCN.O
ΔE to the lowest compared entry with this formula, charge and spin   148.52 kJ/mol

Element x y z (Å)
C (0.1350, -0.7328, -1.5378)
N (-0.7490, -1.9014, -1.4450)
C (-0.3925, 0.6366, -1.0578)
C (0.3392, 1.1728, 0.1811)
C (-0.5163, 2.0258, 1.1224)
N (-0.9637, 1.1891, 2.2630)
H (0.3631, -0.6459, -2.6037)
H (1.0804, -1.0119, -1.0776)
H (-0.6662, -2.3110, -0.5239)
H (-1.7357, -1.6692, -1.5401)
H (-1.4700, 0.5169, -0.8897)
H (-0.2551, 1.3383, -1.8627)
H (1.1587, 1.7873, -0.2002)
H (0.8164, 0.3860, 0.7633)
H (0.0630, 2.8570, 1.5191)
H (-1.3954, 2.3721, 0.5869)
H (-0.8584, 0.2177, 2.0420)
H (-1.7968, 1.5159, 2.7097)
H (1.6896, -3.1510, 0.5616)
H (2.9866, -2.2216, 0.7362)
O (2.1669, -2.3707, 0.2533)